# C50H24BrCl5FIN10O4W

C50H24BrCl5FIN10O4W as an isolated structure in a non-equilibrium geometry (ωB97M-V/def2-TZVPD, the OMol25 dataset).

Geometry as XYZ:
```
97
Properties=species:S:1:pos:R:3:forces:R:3:mulliken_charge:R:1
W 0.210 -0.515 0.203 0.244 -0.493 -1.954 1.01
C 0.597 -6.397 -2.965 0.003 -0.013 -0.052 -0.71
C -2.555 -1.370 -3.208 -0.202 0.106 0.417 -0.13
C -1.550 -0.981 -2.334 0.082 0.195 0.782 0.99
C -0.678 -1.096 3.145 0.949 0.093 -1.249 0.00
C 1.075 0.408 3.135 -0.595 -0.623 -1.285 -0.28
Br -4.508 2.779 0.618 -0.073 0.248 0.079 -0.10
H -4.068 -2.046 6.208 -0.039 -0.001 0.070 0.42
Cl 0.047 -0.718 -2.975 -0.154 -0.291 -0.496 0.25
N 2.877 1.623 0.377 0.261 0.068 0.122 -0.42
H 2.324 2.911 -2.936 0.048 0.055 0.049 0.45
H -2.649 5.759 5.154 0.064 0.079 0.121 0.38
N -1.529 -3.450 0.689 -0.073 -0.335 -0.016 -0.31
H 4.168 3.454 2.273 0.061 0.073 -0.042 0.56
C -2.993 5.203 4.297 -0.029 0.035 -0.002 -0.71
N 0.370 2.489 -3.531 -0.127 0.025 -0.228 0.37
C -0.221 3.115 -2.370 -0.520 -0.310 0.464 -1.71
H 1.726 1.027 5.888 -0.090 -0.061 0.146 0.56
H -5.650 4.922 2.229 -0.066 0.047 -0.059 0.40
C 4.909 1.582 -1.959 -0.081 -0.050 0.137 0.05
C 2.712 -1.255 -1.601 -1.107 0.004 1.096 -0.80
C -0.408 -4.577 -1.148 0.604 -0.340 -0.846 0.62
I -1.192 2.079 1.765 -1.354 2.154 1.304 0.32
C 5.701 -0.066 -3.550 0.023 -0.056 0.010 -0.71
H -4.844 6.271 4.138 -0.106 0.058 0.071 0.36
Cl -5.646 -1.557 -0.700 -0.351 -0.064 0.024 -0.20
H -1.234 3.982 4.187 0.167 0.039 0.094 0.44
C -1.485 -2.601 1.688 1.333 0.785 -0.753 -0.73
H -0.494 0.694 -6.070 0.113 0.082 0.162 0.28
H 4.652 3.905 4.668 0.077 0.061 -0.003 0.42
N 0.388 -2.506 -0.451 -0.345 -1.376 -0.439 -0.18
C -2.392 -1.518 5.006 0.134 0.023 -0.098 -0.30
C -4.676 4.744 2.657 0.009 -0.081 -0.094 -0.55
H -1.090 3.700 -2.682 0.198 -0.076 0.136 0.36
H 3.476 2.702 6.438 -0.015 0.025 0.078 0.43
C -3.870 3.755 2.106 0.153 -0.263 -0.230 0.33
C 2.288 1.741 -4.698 -0.006 0.176 0.286 0.37
N 0.130 1.192 -5.443 -0.003 -0.113 -0.526 0.13
H -5.001 -3.637 4.601 -0.059 -0.096 0.039 0.42
Cl -2.239 -1.576 -4.874 0.043 -0.125 -0.309 -0.22
H -1.104 -7.592 -2.442 -0.084 -0.089 -0.073 0.44
C -4.228 5.483 3.735 0.036 -0.058 0.037 -0.54
C -0.591 -6.658 -2.271 -0.050 -0.016 0.052 -0.70
N 1.270 0.436 1.743 0.771 0.926 1.195 0.01
O -1.892 1.842 -1.184 0.049 0.760 -0.584 -0.34
C 1.293 -5.224 -2.781 -0.021 0.262 0.132 -0.24
C 2.241 1.424 1.513 -0.593 -1.149 -0.827 -0.25
H 0.963 -7.131 -3.666 0.055 -0.090 -0.091 0.42
C 1.493 1.024 -5.688 -0.437 0.332 0.502 0.27
C -3.548 -2.217 5.277 -0.008 0.010 0.066 -0.64
C -2.304 -2.673 2.856 -0.060 0.429 1.046 0.26
N -0.548 -1.548 1.820 -1.120 -0.774 1.374 0.11
H 0.522 3.736 -1.868 -0.028 -0.016 -0.118 0.51
F 3.621 1.724 -4.837 -0.092 -0.031 -0.101 -0.38
O 0.218 1.307 -0.839 0.840 -0.285 0.510 0.19
H 6.593 1.852 -3.237 0.054 0.106 -0.039 0.42
C -3.041 -0.910 -0.528 0.777 0.081 -0.140 1.26
C -3.836 -1.582 -2.700 0.288 0.095 0.176 0.61
C -4.075 -3.137 4.361 -0.041 -0.057 -0.037 -0.70
C 2.895 0.728 -0.588 -0.926 -0.803 0.849 -0.27
H 6.409 -0.326 -4.321 0.078 -0.037 -0.091 0.41
C -2.613 3.501 2.640 0.493 -0.644 -0.342 0.18
C -4.081 -1.339 -1.350 0.462 0.122 -0.120 0.07
C 4.711 -0.959 -3.206 -0.172 -0.072 0.126 0.02
N 2.130 -0.446 -0.623 1.284 0.518 -0.617 -0.26
C 1.956 1.327 3.775 0.798 0.674 -0.371 0.36
O -1.694 1.867 -4.279 -0.284 0.022 0.028 -0.57
C -0.497 1.842 -4.408 0.241 0.301 0.015 -0.19
H -3.856 -4.098 2.443 -0.099 -0.075 -0.055 0.57
C 1.249 -3.036 -1.425 0.016 1.319 0.803 -0.33
C 0.784 -4.312 -1.860 -0.872 -0.636 0.284 0.55
C 2.652 2.008 2.749 -0.247 -0.058 1.075 0.44
C 2.243 1.573 5.116 -0.169 -0.110 -0.144 -0.22
N 0.127 -0.258 3.754 0.106 -0.029 0.291 -0.47
C -2.195 4.213 3.757 0.110 -0.224 -0.219 -0.58
C 3.630 2.950 3.061 -0.084 -0.108 -0.154 -0.56
N 2.312 -2.457 -1.933 0.144 -0.355 -0.150 -0.46
C -0.715 2.023 -1.407 -1.194 -0.320 0.351 0.70
C 1.721 2.408 -3.675 0.481 -0.400 -0.615 0.14
H 2.198 -4.999 -3.323 0.108 -0.015 -0.055 0.59
C -3.456 -3.395 3.157 0.259 0.023 -0.162 -0.45
C 3.897 3.184 4.393 0.017 0.106 -0.050 -0.63
H 4.610 -1.919 -3.684 0.048 -0.138 -0.089 0.59
O 1.883 0.359 -6.612 0.370 -0.197 -0.309 -0.65
H -2.035 -5.947 -0.843 -0.109 -0.069 0.088 0.58
C 3.912 0.683 -1.591 0.282 -0.539 -0.782 0.47
C 5.802 1.186 -2.932 0.011 0.027 0.067 -0.88
Cl -5.092 -2.127 -3.716 -0.279 -0.106 -0.272 -0.22
C 3.215 2.502 5.409 -0.008 -0.013 0.017 -0.75
C -1.113 -5.758 -1.369 0.039 0.180 0.203 -0.50
C 3.817 -0.583 -2.208 0.439 0.980 0.091 0.56
Cl -3.410 -0.499 1.094 -0.568 0.063 0.301 -0.07
H 4.962 2.556 -1.496 0.082 0.065 0.068 0.58
C -1.711 -0.755 -0.954 -0.328 -0.327 -0.600 -2.62
H -1.977 -0.803 5.697 0.011 0.094 0.100 0.57
C -1.784 -1.736 3.775 -0.700 -0.766 -0.270 0.67
C -0.611 -3.480 -0.258 0.655 1.445 0.623 0.06
```
Forces are in eV/Å.

Calculated values
spin multiplicity: 1
lowest unoccupied orbital energy (alpha / beta): -0.0846 / -0.0846 Eh
highest occupied orbital energy (alpha / beta): -6.8 / -6.8 eV
DFT total energy: -8108.1070 Ha

---

# C50H30F15GeN2O6PtSTe

C50H30F15GeN2O6PtSTe as an isolated structure in a non-equilibrium geometry (ωB97M-V/def2-TZVPD, the OMol25 dataset).

Geometry as XYZ:
```
107
Properties=species:S:1:pos:R:3:forces:R:3:mulliken_charge:R:1
C 2.135 4.663 -3.344 0.102 -0.396 -0.152 0.27
C -1.149 4.216 2.585 0.056 0.030 0.024 -0.59
H 1.079 2.040 3.855 0.002 0.007 -0.007 0.28
H -7.067 1.892 -0.309 0.005 0.020 0.004 0.41
C 4.477 5.163 -4.816 0.037 -0.011 0.022 0.64
F -4.075 2.508 -6.255 -0.002 0.004 0.006 -0.37
C -0.064 5.753 -1.537 -0.146 0.237 -0.316 -0.37
C 0.197 2.411 3.341 -0.053 0.003 -0.014 -0.93
F -1.969 8.818 -2.129 -0.030 0.040 -0.016 -0.33
C -3.292 3.188 -4.138 0.020 -0.008 -0.043 0.13
C -0.850 6.727 -2.136 -0.101 -0.051 0.150 0.54
C -3.717 0.784 4.465 0.006 0.000 -0.006 -1.33
C -0.747 3.374 -5.155 -0.076 0.070 0.149 -0.32
C -1.788 2.986 -5.979 0.013 -0.004 -0.062 0.22
H -4.154 3.596 1.645 0.094 0.077 -0.019 0.14
H 0.096 -0.165 3.895 0.004 0.008 -0.018 0.61
C -3.197 3.899 1.212 -0.017 0.050 0.023 -1.39
H -6.021 1.712 5.405 0.001 0.003 -0.003 0.33
H 1.417 5.361 3.083 -0.015 -0.025 0.025 0.22
F 3.226 6.461 -6.329 -0.001 0.012 -0.028 -0.33
Te -3.146 0.623 1.106 -0.044 -0.046 0.151 0.65
C 3.271 5.693 -5.231 -0.016 0.051 0.030 0.07
C 0.507 -5.914 1.785 0.004 -0.030 -0.032 -0.64
C 2.057 -3.799 0.936 0.009 0.025 -0.022 -0.04
H 3.764 -4.872 1.623 -0.001 0.002 0.000 0.42
C -3.063 2.888 -5.468 -0.041 -0.026 -0.028 0.70
C 1.393 0.857 -4.638 -0.054 0.147 -0.177 -0.11
C -0.447 0.099 -2.704 0.368 0.464 0.035 0.42
C 3.370 4.180 -2.939 0.026 -0.071 0.038 0.15
C -4.856 1.285 2.244 0.018 -0.071 0.011 -0.62
C -2.231 3.578 -3.347 0.036 0.023 -0.078 0.03
C 0.945 4.760 3.864 0.026 0.006 -0.029 -1.62
H -2.878 1.479 4.426 0.006 0.007 0.001 0.19
F 5.591 5.407 -5.515 0.002 -0.002 -0.003 -0.33
H -3.353 -0.170 4.077 0.016 0.006 -0.010 0.22
F 5.710 3.927 -3.243 -0.047 0.020 -0.024 -0.32
C -4.880 1.276 3.648 -0.010 0.012 -0.018 1.37
C -6.001 1.693 1.547 -0.017 -0.029 -0.015 1.45
C -2.032 3.334 1.981 -0.138 0.059 -0.048 0.87
H -4.010 0.654 5.509 -0.004 -0.008 -0.005 0.40
H -5.388 2.461 -0.369 0.025 -0.004 -0.016 0.18
F 1.008 6.045 -4.887 -0.195 -0.069 -0.107 -0.37
C -0.782 0.079 -4.053 -0.135 0.035 -0.097 -0.27
H 3.390 -6.936 2.572 0.013 -0.004 -0.005 0.28
C 2.686 -4.883 1.511 0.007 -0.019 -0.022 -0.27
H -7.999 2.448 1.698 0.001 0.001 0.001 0.23
H 0.439 5.447 4.546 -0.006 0.008 0.000 0.35
H -5.720 0.748 -0.384 -0.025 -0.006 -0.002 0.30
F 3.497 3.465 -1.821 0.013 0.025 -0.115 -0.35
C 0.106 0.454 -5.046 0.090 -0.047 0.211 -1.03
C -6.017 1.720 4.318 0.005 0.009 -0.004 -1.02
C -7.146 2.159 3.638 0.001 0.004 0.008 0.74
C -0.934 3.688 -3.819 0.159 -0.051 -0.278 0.52
H -3.179 3.539 0.181 0.014 0.008 0.029 0.00
C -0.675 1.485 2.763 -0.041 0.076 -0.010 1.45
H -0.153 0.384 -6.096 0.007 0.006 0.014 0.48
H -8.770 1.847 5.025 0.001 0.001 0.000 0.33
C 2.708 -2.504 0.446 0.085 -0.033 -0.016 0.04
F -1.031 9.317 0.374 -0.015 0.046 0.023 -0.35
C -1.424 -0.401 -1.727 -0.264 -0.217 0.222 -0.48
O -1.790 -3.331 0.491 0.031 -0.039 0.012 -0.74
H 1.259 0.157 -1.397 -0.196 0.584 0.237 -0.07
C 1.893 -5.949 1.933 -0.001 0.006 -0.013 1.17
H -8.117 3.482 5.038 -0.002 -0.002 -0.001 0.32
F -1.563 2.679 -7.266 -0.011 0.012 0.031 -0.40
H -1.336 5.282 2.500 0.003 0.052 -0.002 0.33
C -8.360 2.637 4.390 0.003 -0.002 0.002 -1.54
F -1.346 6.556 -3.372 0.016 -0.048 -0.014 -0.35
O 3.923 -2.410 0.496 -0.067 -0.004 0.015 -0.74
C -0.021 3.774 3.265 0.017 0.006 0.006 0.83
F -2.501 3.902 -2.079 -0.073 0.042 0.101 -0.30
H 1.733 4.248 4.419 -0.001 -0.002 0.005 0.40
C -0.310 0.033 2.899 -0.012 0.023 -0.007 -2.43
C 0.805 0.657 -2.249 0.339 -1.899 -1.516 0.61
C 0.396 6.056 -0.265 0.159 -0.021 -0.013 0.37
C -0.724 8.170 -0.240 0.006 -0.043 -0.042 0.83
H -1.158 -0.625 2.723 -0.057 -0.025 0.000 0.32
H 2.765 1.183 -3.042 -0.066 0.018 -0.032 0.48
Ge 0.456 4.048 -2.458 -0.184 -0.169 0.744 -0.06
C 0.081 7.239 0.384 0.014 -0.025 0.019 -0.02
O 2.437 -7.056 2.512 -0.015 0.006 0.007 -0.55
C -1.807 1.953 2.085 0.177 -0.161 -0.046 0.14
H -9.145 2.955 3.703 0.000 0.000 0.000 0.34
O 1.876 -1.611 0.020 -0.059 0.023 0.018 -0.71
H 2.146 1.089 -5.387 -0.025 -0.015 -0.012 0.36
N -0.985 -0.492 -0.427 0.013 -0.013 0.006 0.47
H -1.769 -0.301 -4.301 0.004 0.014 -0.002 0.50
C -7.122 2.127 2.253 -0.013 -0.026 -0.019 -1.07
C -1.535 -4.502 0.979 -0.006 -0.010 -0.029 0.20
N 0.741 -3.806 0.796 -0.052 0.022 0.156 0.08
H -0.123 -6.725 2.120 0.000 0.002 0.002 0.54
H -3.152 4.990 1.204 0.015 0.001 -0.019 0.44
H 0.454 -0.229 2.164 0.009 0.002 -0.021 0.30
F 0.577 7.513 1.600 -0.022 -0.039 0.019 -0.39
F -4.531 3.124 -3.650 -0.125 -0.014 0.068 -0.34
C 4.532 4.412 -3.659 0.047 0.011 0.033 0.23
C -6.051 1.696 0.040 -0.022 0.019 0.007 -1.67
F 1.231 5.232 0.371 -0.013 0.073 0.021 -0.48
S 0.470 2.464 -1.015 -0.096 1.182 0.333 0.32
C -1.194 7.915 -1.513 0.031 -0.040 0.036 0.09
C 2.134 5.445 -4.485 0.103 0.118 0.160 0.55
C -0.046 -4.796 1.200 -0.012 0.005 0.005 0.25
O -2.595 -0.686 -2.007 0.173 0.040 -0.070 -0.79
C 1.742 0.943 -3.319 -0.033 -0.151 0.470 -1.00
Pt -0.121 -2.176 0.129 0.045 -0.067 -0.057 0.60
F 0.460 3.429 -5.731 0.169 0.166 0.055 -0.49
O -2.345 -5.364 1.272 0.008 0.014 0.016 -0.74
```
Forces are in eV/Å.

Calculated values
energy relative to the best compared isomer or geometry (same formula, charge and spin): 37.00 kJ/mol
spin multiplicity: 2
lowest unoccupied orbital energy (alpha / beta): 0.1237 / 0.1237 Eh
highest occupied orbital energy (alpha / beta): -1.5 / -1.5 eV
DFT total energy: -6844.7920 Ha
total charge: -2

---

Which of these has the lowest DFT total energy? C50H24BrCl5FIN10O4W

---

Which value of DFT total energy does entry 1 give? -8108.1070 Ha

---

Look up the DFT total energy of the first one. -8108.1070 Ha